# 1
# C25H31Cl2NO4Ti

A structure of composition C25H31Cl2NO4Ti (the ωB97M-V functional and the def2-TZVPD basis, the OMol25 dataset).

ORCA input file:
```
! RIJCOSX wB97M-V def2-TZVPD def2/J DEFGRID3
* xyz -2 1
C -0.178 -1.156 -3.955
C 0.681 -0.019 -4.062
C -0.130 1.152 -4.017
C 2.134 -0.033 -4.213
C -1.489 0.738 -3.984
C -1.513 -0.687 -3.878
C -2.707 -1.515 -3.624
C 0.233 -2.568 -3.814
C 0.361 2.540 -4.046
C -2.667 1.593 -4.191
Ti -0.626 -0.909 -0.343
Cl 2.304 1.128 -1.245
Cl 1.360 -1.525 -1.029
O -1.422 0.498 -1.183
H 2.488 -1.068 -4.276
H 2.604 0.436 -3.307
H 2.423 0.554 -5.103
H 1.252 2.653 -3.416
H -0.390 3.236 -3.659
H 0.607 2.836 -5.076
H -2.516 2.616 -3.835
H -3.565 1.191 -3.710
H -2.847 1.645 -5.275
H -3.459 -0.969 -3.039
H -2.492 -2.435 -3.069
H -3.150 -1.802 -4.585
H 1.190 -2.644 -3.294
H 0.324 -3.072 -4.782
H -0.485 -3.135 -3.212
H -0.853 1.292 -1.230
O -1.602 -2.408 -0.397
H -2.280 -3.129 -0.337
C 4.234 0.337 3.097
C 3.077 -0.625 2.963
C 3.267 -1.782 2.210
C 2.221 -2.655 1.930
C 0.955 -2.396 2.436
C 0.756 -1.255 3.223
N -0.584 -1.032 3.639
C -1.357 0.143 3.705
C -2.476 0.160 4.559
C -3.116 1.362 4.876
C -2.770 2.557 4.229
C -1.779 2.525 3.243
C -1.123 1.332 2.948
C -0.418 1.276 1.646
O -0.036 2.224 0.976
O -0.338 -0.004 1.244
C 1.813 -0.360 3.521
C 1.586 0.826 4.401
H 4.146 1.185 2.392
H 4.325 0.751 4.111
H 5.180 -0.169 2.852
H 4.251 -1.996 1.794
H 2.342 -3.512 1.287
H 0.094 -3.023 2.172
H -1.112 -1.869 3.915
H -2.705 -0.760 5.101
H -3.906 1.364 5.630
H -3.233 3.502 4.523
H -1.492 3.391 2.648
H 1.395 1.741 3.827
H 0.744 0.684 5.084
H 2.469 1.041 5.007
*
```

## Properties
E_HOMO   1.01 eV
HOMO-LUMO gap   0.1078 hartree

Partial charges, Mulliken, in e: 0.0700 0.5442 0.3559 -1.1728 0.5519 0.6957 -1.5194 -1.3751 -1.6909 -1.7546 0.9690 -0.8111 -0.4691 -0.8126 0.3398 0.0412 0.3212 0.3021 0.3448 0.2897 0.3537 0.3671 0.2301 0.3746 0.2378 0.2418 0.3554 0.2747 0.2436 0.2581 -0.4338 0.1838 -1.7097 1.3502 -0.8231 -0.7461 -0.7210 0.1999 0.1177 0.0570 -0.8902 -0.4501 -0.5914 -0.8766 0.5896 0.5514 -0.6208 0.5598 0.8018 -1.6768 0.3144 0.3453 0.4296 0.2608 0.3720 0.2881 0.2880 0.3193 0.3550 0.3559 0.4701 0.2339 0.3541 0.5850



# 2
# C23H32IN2O3P2Ru

A structure of composition C23H32IN2O3P2Ru (the ωB97M-V functional and the def2-TZVPD basis, the OMol25 dataset).

ORCA input file:
```
! RIJCOSX wB97M-V def2-TZVPD def2/J DEFGRID3
* xyz 3 5
C -3.358 0.849 -2.627
I -3.239 0.311 0.909
H -4.289 0.997 -2.064
H -3.471 0.014 -3.330
H -3.146 1.749 -3.224
Ru -1.779 0.420 -1.367
P -3.009 -1.922 -1.514
C -1.958 -3.094 -2.410
C -3.542 -2.921 -0.070
H -4.099 -3.799 -0.428
H -5.014 -2.970 -2.364
H -4.186 -2.306 0.573
H -5.244 -1.198 -2.104
H -0.979 -3.124 -1.908
H -2.658 -3.238 0.492
C -4.567 -1.973 -2.488
H -2.446 -4.077 -2.409
H -4.339 -1.788 -3.546
H -1.815 -2.725 -3.432
P -1.710 2.736 -1.174
C -0.173 3.305 -1.952
C -3.043 3.767 -1.909
H -2.313 2.960 1.151
H -1.713 4.511 0.456
H -0.550 3.185 0.874
C -1.558 3.422 0.502
H -4.023 3.362 -1.614
H -2.959 4.808 -1.558
H 0.066 4.310 -1.588
H -0.297 3.305 -3.041
H -2.957 3.742 -3.005
H 0.630 2.618 -1.655
C -0.724 0.326 -2.867
O -0.084 0.316 -3.843
O 0.567 -2.168 -1.250
C 0.931 -1.329 -0.429
N 1.935 -1.519 0.504
C 2.275 -0.331 1.211
C 1.297 0.666 0.520
O 1.289 1.892 0.727
N 0.481 -0.025 -0.309
C 1.883 -0.514 2.675
C 1.397 0.554 3.431
C 0.862 0.317 4.701
C 0.856 -0.977 5.227
C 1.419 -2.035 4.508
C 1.959 -1.785 3.243
C 3.773 -0.082 1.016
C 4.708 -0.390 2.014
C 6.059 -0.565 1.674
C 6.484 -0.405 0.352
C 5.569 0.057 -0.601
C 4.224 0.256 -0.264
H 2.409 -2.410 0.549
H 1.385 1.552 2.995
H 0.450 1.146 5.275
H 0.418 -1.182 6.199
H 1.450 -3.044 4.917
H 2.392 -2.596 2.664
H 4.377 -0.466 3.053
H 6.765 -0.830 2.464
H 7.511 -0.652 0.067
H 5.892 0.284 -1.615
H 3.529 0.699 -0.984
*
```

## Properties
E_HOMO (spin up / spin down)   -16.97 / -17.19 eV
⟨S²⟩   6.045
HOMO-LUMO gap (spin up / spin down)   0.3023 / 0.1460 hartree

Partial charges, Mulliken, in e: -1.2683 0.2572 0.2976 0.3661 0.4429 1.1066 0.7268 -1.2197 -1.2954 0.4537 0.4546 0.4806 0.3872 0.3504 0.3604 -1.4440 0.4249 0.4727 0.3703 1.2393 -1.2640 -1.4573 0.4608 0.4536 0.1718 -1.2534 0.3978 0.4504 0.4704 0.3652 0.4525 0.1416 0.0618 -0.2985 -0.6816 -0.5207 -0.0672 3.4311 -1.4517 -0.6815 0.9946 -0.8751 -0.1683 -0.8611 -0.3405 -0.9158 0.1919 -0.4014 -0.1008 -0.6183 -0.4130 -0.7618 -0.1118 0.3334 0.6416 0.5162 0.4989 0.4698 0.4119 0.4995 0.4671 0.4751 0.4543 0.4690



# 3
# C7H7IrN2O6

A structure of composition C7H7IrN2O6 (the ωB97M-V functional and the def2-TZVPD basis, the OMol25 dataset).

ORCA input file:
```
! RIJCOSX wB97M-V def2-TZVPD def2/J DEFGRID3
* xyz 3 6
O 2.904 0.092 2.042
C 2.275 0.401 1.127
Ir 1.182 1.161 -0.417
O -1.309 1.713 1.454
C -0.382 1.525 0.781
C 0.075 1.587 -2.077
O -0.549 1.952 -2.977
C 2.751 0.676 -1.753
O 2.795 0.915 -2.943
C 1.972 2.890 -0.325
O 2.416 3.961 -0.225
H 3.626 0.193 -1.202
C -2.506 -0.807 1.898
N -2.009 -1.698 0.839
C -0.971 -1.552 -0.023
N -0.634 -2.515 -0.922
O -0.262 -0.513 -0.001
H -1.866 0.081 2.049
H -2.549 -1.325 2.857
H -3.520 -0.470 1.656
H -2.489 -2.571 0.718
H 0.158 -2.289 -1.523
H -1.108 -3.408 -1.033
*
```

## Properties
E_HOMO (spin up / spin down)   -17.49 / -23.10 eV
⟨S²⟩   8.797
HOMO-LUMO gap (spin up / spin down)   0.2252 / 0.2411 hartree

Partial charges, Mulliken, in e: -0.1672 0.1699 1.6306 -0.3329 0.3523 0.1671 -0.1623 -0.3740 -0.0776 0.3672 -0.1464 0.4653 -0.5663 0.0110 0.5837 -0.2573 -0.4613 0.2571 0.3510 0.3926 0.2825 0.2470 0.2678



Result set for F_max: 3.0 5.3 9.5 eV/A, one per record in the order listed.
Result set for relative energy (zero: lowest compared OMol25 entry of this formula, charge and spin): 47.2 0.0 37.3 kcal per mole, one per record in the order listed.